(1)
Below is a molecular structure, AlBH22O9, with properties calculated with the ωB97M-V functional and the def2-TZVPD basis.

Cartesian coordinates (Å):
Al 1.737 -1.267 -5.343
B -0.255 0.202 -0.037
H -0.523 -0.830 0.129
H -0.524 0.774 0.837
H 0.817 0.274 -0.140
H -0.703 0.434 -0.991
O 0.264 -6.315 -2.458
H -0.665 -6.178 -2.273
H 0.524 -7.024 -1.870
O 0.581 5.920 0.978
H 0.100 5.093 1.000
H -0.079 6.576 0.754
O 5.351 -2.400 -0.441
H 5.667 -2.559 0.448
H 6.118 -2.080 -0.915
O 1.712 0.571 4.303
H 2.372 1.111 3.868
H 1.128 0.292 3.598
O 2.858 3.658 -3.390
H 2.986 4.468 -3.884
H 3.117 3.879 -2.496
O -2.296 2.336 -6.706
H -2.400 3.260 -6.476
H -3.049 2.142 -7.264
O 0.747 -4.363 5.152
H 0.227 -3.935 4.471
H 1.197 -3.645 5.597
O -4.214 -2.488 2.587
H -4.388 -1.830 3.260
H -3.589 -2.068 1.996
O -5.206 1.908 1.631
H -5.347 2.056 2.566
H -4.264 2.028 1.509

max |F|: 5.9 eV/Å
energy relative to the best compared isomer or geometry (same formula, charge and spin): 399.2 kJ/mol
DFT total energy: -956.54021 Ha
HOMO energy: -0.5751 Ha
frontier orbital gap: 1.77 eV
total charge: +2



(2)
Below is a molecular structure, C16H44F3N4O4Pd2, with properties calculated with the ωB97M-V functional and the def2-TZVPD basis.

Cartesian coordinates (Å):
Pd -0.200 -2.390 1.831
Pd 2.120 -0.703 0.517
F 2.008 -2.727 1.440
F 0.657 -0.295 2.287
F -0.013 -1.462 -0.125
C -1.840 3.298 -1.219
C -2.142 1.829 -0.968
C -2.308 1.108 -2.267
O -3.316 1.646 -3.211
C -4.646 1.136 -2.951
N -1.017 1.308 -0.308
H -2.728 3.784 -1.624
H -1.003 3.513 -1.884
H -1.752 3.826 -0.270
H -3.051 1.766 -0.370
H -2.560 0.066 -2.069
H -1.400 1.064 -2.868
H -5.292 1.801 -3.524
H -4.805 1.310 -1.886
H -4.757 0.066 -3.126
H -0.965 0.299 -0.335
H -1.233 1.542 0.650
C 6.210 -2.379 -0.772
C 4.810 -1.626 -0.930
C 3.707 -2.373 -1.756
O 2.443 -1.738 -1.627
C 1.578 -1.933 -2.778
N 4.303 -1.305 0.400
H 7.011 -1.850 -0.254
H 6.779 -2.660 -1.658
H 6.036 -3.278 -0.180
H 5.122 -0.692 -1.397
H 3.630 -3.405 -1.416
H 3.965 -2.405 -2.815
H 0.656 -1.361 -2.673
H 1.391 -2.992 -2.957
H 2.089 -1.500 -3.638
H 5.042 -0.893 0.952
H 4.330 -2.223 0.820
C 1.684 3.578 -0.790
C 2.397 2.324 -0.325
C 2.403 2.229 1.244
O 3.141 1.018 1.572
C 3.451 1.023 2.953
N 1.754 1.165 -0.858
H 0.682 3.723 -0.387
H 1.565 3.504 -1.871
H 2.306 4.436 -0.536
H 3.387 2.389 -0.776
H 1.379 2.133 1.605
H 2.946 3.128 1.539
H 3.898 0.057 3.189
H 2.520 1.165 3.502
H 4.086 1.853 3.262
H 1.825 1.226 -1.864
H 0.752 1.289 -0.841
C -3.094 -1.323 4.170
C -3.416 -1.836 2.778
C -4.700 -1.367 2.044
O -4.744 -1.940 0.766
C -5.648 -1.347 -0.166
N -2.319 -1.401 1.950
H -2.365 -1.968 4.661
H -3.975 -1.245 4.808
H -2.773 -0.282 4.197
H -3.415 -2.926 2.789
H -4.709 -0.277 2.065
H -5.528 -1.787 2.614
H -5.467 -1.849 -1.116
H -5.408 -0.300 -0.354
H -6.639 -1.502 0.261
H -2.651 -1.657 1.031
H -2.184 -0.406 1.842

max |F|: 3.2 eV/Å
DFT total energy: -1710.97812 Ha
HOMO energy (spin up / spin down): -0.4314 / -0.4381 Ha
2S+1: 5
frontier orbital gap (spin up / spin down): 8.98 / 7.04 eV
total charge: +1



(3)
Below is 2 unconnected molecules or ions with the total composition CH5NOS2, with properties calculated with the ωB97M-V functional and the def2-TZVPD basis.

Cartesian coordinates (Å):
C 1.036 -0.881 -0.088
N -0.658 0.919 0.859
O -3.937 0.837 0.092
S -0.747 -0.743 0.495
S -4.123 -0.500 -0.507
H 1.252 -1.627 -0.750
H 1.423 -1.093 0.905
H 1.126 0.145 -0.575
H -0.276 0.930 1.837
H -1.606 1.311 0.724

max |F|: 4.3 eV/Å
energy relative to the best compared isomer or geometry (same formula, charge and spin): 311.1 kJ/mol
SMILES string: CSN.O=S
DFT total energy: -967.35889 Ha
HOMO energy (spin up / spin down): -0.3059 / -0.3051 Ha
frontier orbital gap (spin up / spin down): 6.85 / 6.81 eV



Which of these has the highest DFT total energy?
AlBH22O9